<A>
CH6N2S as an isolated structure. Source: OMol25; level of theory: ωB97M-V/def2-TZVPD.

E_HOMO: -8.0 eV

Last column: Löwdin charge in e.
Atoms and positions in Å:
S  0.47  -2.65  0.64  0.262
H  -0.74  -3.19  0.81  -0.290
N  -0.03  0.19  0.88  0.028
C  -0.26  0.50  -0.33  -0.308
N  0.08  1.73  -0.86  0.082
H  0.23  0.98  1.45  0.099
H  0.05  -1.17  0.93  -0.185
H  -0.68  -0.22  -1.02  0.120
H  -0.16  1.86  -1.83  0.087
H  1.05  1.97  -0.66  0.104



<B>
A 2-piece molecular cluster, CH6N2S overall. Source: OMol25; level of theory: ωB97M-V/def2-TZVPD.

Structure (SMILES): [H]/N=N/S.C
E_HOMO: -9.3 eV

Last column: Löwdin charge in e.
Atoms and positions in Å:
H  -2.75  -2.88  -0.18  0.108
N  -2.41  -1.95  -0.75  -0.083
N  -2.87  -0.95  -0.20  -0.572
S  -2.65  0.51  -0.95  0.729
H  -3.74  0.87  -0.32  -0.158
C  1.05  0.26  -0.06  -0.042
H  0.49  -0.56  0.20  -0.036
H  0.56  1.20  0.44  0.073
H  0.96  0.39  -1.12  0.017
H  1.99  0.04  0.21  -0.036



Relative energies, unit eV: <A> 0.000; <B> 1.781



<A>
A 3-piece molecular cluster, C2H9O3 overall. Source: OMol25; level of theory: ωB97M-V/def2-TZVPD.

E_HOMO: -4.3 eV
Net charge: -1

Last column: Löwdin charge in e.
Atoms and positions in Å:
C  -1.52  -0.08  -0.24  -0.418
O  -1.10  0.69  0.82  -0.195
C  -1.48  0.69  -1.55  -0.123
H  -0.89  -0.98  -0.29  0.100
H  -2.56  -0.35  -0.07  0.084
H  -0.44  0.98  -1.74  0.061
H  -1.76  0.10  -2.43  0.052
H  -1.96  1.67  -1.55  0.056
H  2.64  -0.79  1.29  -0.031
H  2.79  -2.33  1.38  -0.005
O  3.18  -1.52  1.72  -0.155
H  1.80  1.05  0.82  -0.056
H  -0.01  0.63  0.89  -0.009
O  1.32  0.22  0.96  -0.360



<B>
C2H9O3 as an isolated structure. Source: OMol25; level of theory: ωB97M-V/def2-TZVPD.

E_HOMO: -4.2 eV
Net charge: -1

Last column: Löwdin charge in e.
Atoms and positions in Å:
C  -1.82  -0.31  0.94  -0.445
O  -0.99  -0.90  -0.01  -0.267
C  -1.88  1.23  0.73  -0.112
H  -1.48  -0.58  1.98  0.087
H  -2.79  -0.82  0.88  0.077
H  -2.78  1.74  1.08  0.045
H  -1.81  1.32  -0.36  0.059
H  -0.99  1.64  1.19  0.050
H  2.38  -0.09  -0.80  -0.039
H  3.31  -1.36  -1.01  -0.019
O  3.30  -0.42  -1.21  -0.201
H  0.85  1.07  -0.88  -0.001
H  0.10  -0.37  -0.06  -0.003
O  1.06  0.32  -0.33  -0.231



Relative energies, unit eV: <A> 0.000; <B> 0.131



<A>
C5H5FOS as an isolated structure. Source: OMol25; level of theory: ωB97M-V/def2-TZVPD.

E_HOMO: -9.1 eV

Last column: Löwdin charge in e.
Atoms and positions in Å:
C  -0.67  -0.92  0.00  -0.486
C  -0.19  -0.24  1.18  -0.493
C  1.35  -0.27  0.91  -0.100
C  1.26  -0.15  -0.55  -0.426
C  -0.11  0.23  -0.98  -0.229
H  -0.54  -2.11  -0.01  0.209
H  -0.66  -0.42  2.19  0.144
H  1.88  -1.17  1.13  0.130
H  1.95  0.53  1.20  0.104
H  -0.58  0.10  -2.08  0.193
O  2.14  -0.30  -1.50  0.012
F  -1.99  -0.85  -0.19  -0.033
S  -0.69  1.32  0.49  0.973



<B>
C5H5FOS as an isolated structure. Source: OMol25; level of theory: ωB97M-V/def2-TZVPD.

E_HOMO: -9.1 eV

Last column: Löwdin charge in e.
Atoms and positions in Å:
C  -0.91  1.00  -0.20  -0.233
C  0.07  0.32  0.76  -0.296
C  -1.79  -0.13  0.23  -0.718
C  1.38  -0.03  0.13  -0.119
C  1.61  -1.15  -0.60  0.035
H  -0.58  0.72  -1.23  0.170
H  0.27  0.82  1.81  0.195
H  2.03  0.83  0.07  0.111
H  2.39  -1.27  -1.37  0.070
H  1.03  -2.06  -0.34  0.080
O  -0.87  -0.68  1.06  0.005
F  -1.30  2.34  -0.15  0.031
S  -3.33  -0.72  -0.16  0.667



Relative energies, unit eV: <A> 0.418; <B> 0.000



<A>
A single C3H6BrNO3 molecule. Source: OMol25; level of theory: ωB97M-V/def2-TZVPD.

Structure (SMILES): O=NC(Br)(CO)CO
E_HOMO: -9.9 eV

Last column: Löwdin charge in e.
Atoms and positions in Å:
O  0.30  0.85  -2.55  0.028
N  -0.74  0.32  -2.06  -0.063
C  -0.75  0.14  -0.72  -0.847
Br  -2.56  -0.11  -0.22  0.892
C  0.04  0.93  0.30  -0.269
O  -0.33  2.28  0.27  -0.015
C  -0.07  -1.47  -0.53  -0.216
O  -0.31  -1.95  0.78  -0.119
H  1.08  0.84  0.08  0.120
H  0.03  0.53  1.28  0.112
H  -1.24  2.38  0.31  0.023
H  -0.51  -2.24  -1.35  0.158
H  1.06  -1.35  -0.78  0.146
H  -1.28  -1.76  0.98  0.051



<B>
A 2-piece molecular cluster, C3H6BrNO3 overall. Source: OMol25; level of theory: ωB97M-V/def2-TZVPD.

E_HOMO (alpha / beta): -9.0 / -9.5 eV

Last column: Löwdin charge in e.
Atoms and positions in Å:
C  1.33  0.48  1.86  0.062
C  0.14  0.13  -1.39  -0.335
C  -0.96  -0.22  -0.46  -0.529
N  -1.25  -1.50  -0.05  -0.451
O  -2.16  -1.68  0.77  -0.007
O  -0.38  -2.30  -0.27  0.058
O  0.63  1.40  -1.28  -0.047
Br  -2.14  1.11  0.21  0.872
H  1.58  -0.53  1.58  -0.023
H  0.51  0.76  2.60  0.016
H  1.95  1.33  1.48  0.009
H  0.94  -0.74  -1.19  0.171
H  -0.07  -0.21  -2.44  0.147
H  -0.12  1.97  -1.42  0.057



Relative energies, unit eV: <A> 0.000; <B> 3.204



<A>
A single C5H8O3 molecule. Source: OMol25; level of theory: ωB97M-V/def2-TZVPD.

Structure (SMILES): CC(C)(O)C(=O)C=O
E_HOMO: -9.3 eV

Last column: Löwdin charge in e.
Atoms and positions in Å:
C  -1.10  -0.98  0.22  -0.018
C  0.03  -0.34  -0.59  -0.511
C  -0.30  1.10  -1.10  0.029
O  0.58  -1.21  -1.50  0.039
C  1.13  -0.20  0.59  -0.317
O  2.04  -0.98  0.58  0.139
C  0.85  0.90  1.55  -0.189
O  -0.01  0.95  2.39  0.105
H  -2.04  -1.07  -0.39  0.122
H  -0.85  -1.86  0.83  0.107
H  -1.40  -0.36  0.99  0.039
H  -0.50  1.10  -2.12  0.061
H  -1.16  1.48  -0.73  0.041
H  0.56  1.86  -0.87  0.129
H  0.57  -2.05  -1.09  0.081
H  1.60  1.66  1.23  0.142



<B>
C5H8O3 as an isolated structure. Source: OMol25; level of theory: ωB97M-V/def2-TZVPD.

E_HOMO (alpha / beta): -7.5 / -7.5 eV

Last column: Löwdin charge in e.
Atoms and positions in Å:
C  -0.34  -1.60  0.21  0.014
C  -1.37  0.69  0.20  -0.361
C  -0.16  -0.11  0.30  -0.509
C  1.02  0.55  -0.51  -0.128
C  2.25  0.05  -0.71  -0.008
O  0.60  0.47  1.35  -0.141
O  -1.45  1.65  1.04  0.124
O  -2.28  0.47  -0.73  0.193
H  -0.39  1.42  1.60  0.192
H  -2.96  1.16  -0.70  0.153
H  0.67  1.36  -1.14  0.109
H  -0.90  -1.96  1.08  0.094
H  -0.88  -1.86  -0.70  0.090
H  0.64  -2.09  0.22  0.084
H  2.90  0.52  -1.43  0.042
H  2.66  -0.73  -0.09  0.051



Relative energies, unit eV: <A> 0.000; <B> 1.222



<A>
A single C12H26N6O3 molecule. Source: OMol25; level of theory: ωB97M-V/def2-TZVPD.

Structure (SMILES): [H]/N=C(\N)NCCC[C@H](N)C(=O)N[C@@H](CCCCN)C(=O)O
E_HOMO: -8.5 eV

Last column: Löwdin charge in e.
Atoms and positions in Å:
H  -1.97  -3.43  0.54  0.051
N  -2.56  -3.45  -0.29  0.095
C  -3.33  -2.44  -0.26  -0.631
N  -3.78  -1.72  0.84  0.151
N  -3.82  -2.34  -1.54  0.002
C  -4.22  -1.10  -2.20  -0.240
C  -3.09  -0.56  -3.01  -0.203
C  -1.69  -0.41  -2.31  -0.120
C  -1.33  -0.28  -0.81  -0.286
N  -2.08  0.69  -0.01  0.066
C  0.11  -0.37  -0.45  -0.420
O  0.88  -0.92  -1.20  0.092
N  0.53  0.52  0.53  0.087
C  1.71  0.50  1.08  -0.309
C  2.10  1.92  1.76  -0.146
C  1.90  3.10  0.87  -0.191
C  2.91  3.34  -0.33  -0.175
C  4.31  2.78  -0.61  -0.231
N  5.03  2.44  0.67  -0.028
C  2.06  -0.53  2.13  -0.369
O  3.17  -0.67  2.67  0.073
O  1.06  -1.46  2.44  0.103
H  -3.89  -2.50  1.41  0.078
H  -4.72  -1.38  0.77  0.092
H  -3.60  -3.04  -2.32  0.172
H  -4.62  -0.49  -1.35  0.116
H  -4.98  -1.35  -2.99  0.124
H  -3.54  0.35  -3.48  0.120
H  -2.99  -1.25  -3.79  0.085
H  -1.29  0.46  -2.88  0.109
H  -1.09  -1.27  -2.81  0.142
H  -1.79  -1.42  -0.45  0.164
H  -2.22  1.50  -0.53  0.058
H  -3.03  0.37  0.09  0.041
H  -0.30  0.93  1.05  0.168
H  2.50  0.45  0.39  0.148
H  3.15  1.84  2.22  0.123
H  1.40  1.97  2.60  0.115
H  0.83  3.36  0.59  0.124
H  2.18  3.93  1.64  0.127
H  2.31  3.30  -1.15  0.059
H  3.16  4.44  -0.36  0.111
H  4.39  1.81  -1.02  0.073
H  5.03  3.43  -1.16  0.114
H  5.95  2.91  0.62  0.062
H  4.82  2.81  1.57  0.032
H  1.47  -2.08  2.99  0.073



<B>
A single C12H26N6O3 molecule. Source: OMol25; level of theory: ωB97M-V/def2-TZVPD.

Structure (SMILES): [H]/N=C(\N)NCCC[C@H](NC(=O)[C@@H](N)CCCCN)C(=O)O
E_HOMO: -9.2 eV

Last column: Löwdin charge in e.
Atoms and positions in Å:
H  -0.91  2.33  1.35  0.040
N  -0.18  2.11  0.71  0.093
C  0.25  3.09  -0.08  -0.471
N  -0.28  4.40  0.02  0.097
N  1.11  2.88  -1.15  0.017
C  1.92  1.72  -1.22  -0.212
C  2.99  1.56  -0.06  -0.162
C  3.61  0.18  -0.10  -0.167
C  2.66  -0.97  -0.32  -0.168
N  1.64  -0.96  0.83  0.162
C  0.50  -1.65  0.77  -0.453
O  0.36  -2.53  -0.10  0.051
C  -0.55  -1.48  1.81  -0.271
N  -0.38  -0.18  2.56  0.046
C  -1.80  -1.55  0.96  -0.141
C  -1.84  -0.62  -0.33  -0.180
C  -3.24  -0.05  -0.48  -0.214
C  -4.28  -1.20  -0.48  -0.263
N  -3.99  -2.08  -1.68  -0.035
C  3.41  -2.37  -0.45  -0.516
O  4.56  -2.60  -0.21  0.109
O  2.67  -3.30  -0.94  0.129
H  0.42  5.15  -0.02  0.092
H  -0.95  4.44  0.81  0.099
H  1.59  3.69  -1.54  0.138
H  1.33  0.82  -1.33  0.093
H  2.39  1.82  -2.27  0.150
H  2.43  1.74  0.88  0.097
H  3.69  2.40  -0.13  0.112
H  4.08  -0.04  0.81  0.099
H  4.52  0.11  -0.83  0.166
H  2.05  -0.95  -1.23  0.142
H  1.60  -0.10  1.37  0.107
H  -0.57  -2.29  2.56  0.162
H  0.43  -0.24  3.20  0.080
H  -0.25  0.59  1.89  -0.004
H  -2.64  -1.28  1.60  0.105
H  -2.03  -2.56  0.72  0.107
H  -1.14  0.20  -0.33  0.069
H  -1.68  -1.03  -1.28  0.084
H  -3.33  0.48  -1.45  0.117
H  -3.54  0.64  0.25  0.086
H  -4.14  -1.89  0.38  0.097
H  -5.30  -0.89  -0.50  0.087
H  -4.14  -1.58  -2.60  0.082
H  -4.75  -2.80  -1.71  0.068
H  1.72  -3.17  -0.67  0.074



Relative energies, unit eV: <A> 4.140; <B> 0.000